42
Properties=species:S:1:pos:R:3:mulliken_charge:R:1 method="wB97M-V/def2-TZVPD" total_charge=0 fmax_ev_per_a=19.5 e_homo_ev=-7.2 energy_ev=-39341.4546 gap_ev=7.44 mol_weight_g_mol=337.4
C -1.330 2.486 -0.618 -1.844
C -1.458 0.963 -0.570 0.461
H -1.679 0.417 -1.589 0.419
O -2.264 0.531 0.391 -0.393
C -3.666 0.832 -0.011 -0.595
C -4.318 -0.283 0.973 0.309
O -5.279 -0.003 1.703 -0.611
N -3.812 -1.617 0.796 -0.203
C -2.683 -2.022 0.094 0.469
N -2.663 -1.922 -1.073 -0.289
N -1.324 -2.516 -1.585 -0.422
C -0.509 -2.791 -0.784 0.600
C 0.719 -2.898 -0.960 -1.250
C 1.558 -1.861 -0.845 1.103
C 1.975 -1.106 -2.137 -1.114
C 2.662 0.119 -1.823 -0.482
C 2.654 0.907 -0.644 0.831
C 2.301 0.204 0.528 0.624
C 1.615 -1.221 0.274 -0.482
H 1.407 -1.651 1.346 0.082
O 2.416 0.871 1.539 -0.507
C 1.911 0.228 2.880 -0.685
H 2.244 -0.744 3.120 0.318
H 1.988 0.999 3.692 0.266
H 0.680 0.061 2.315 0.229
O 3.231 1.958 -0.870 -0.472
C 3.351 3.054 0.278 -0.935
H 3.880 3.629 -0.245 0.476
H 2.516 3.173 0.748 0.353
H 4.009 2.487 1.106 0.238
H 2.950 0.493 -2.910 0.148
H 1.878 -1.579 -3.091 0.449
H 0.893 -3.592 -1.873 0.402
H 1.163 -3.637 -0.126 0.281
S -1.271 -2.630 0.994 -0.224
H -4.187 -2.480 1.588 0.361
H -3.798 0.458 -1.142 0.386
H -3.891 1.568 0.580 0.554
H -0.292 0.605 -0.269 -0.359
H -0.336 2.714 -1.330 0.213
H -1.195 2.980 0.454 0.194
H -2.047 2.813 -0.904 1.100